1.
Entry from the Open Molecules 2025 dataset: a 2-piece molecular cluster, C5H6N overall at a distorted geometry (ωB97M-V with the def2-TZVPD basis set).

Calculated values
ΔE to the lowest compared entry with this formula, charge and spin: 120.8 kcal/mol
total charge: +1

```
12
C5H6N (ωB97M-V with the def2-TZVPD basis set)
C 1.76 1.13 -1.65
C 0.47 -0.78 0.77
C -2.41 0.31 -0.29
C 1.64 -0.34 0.39
C -2.68 -0.08 0.80
N 1.82 0.60 -0.64
H 1.92 1.61 -2.64
H -0.39 -0.37 0.28
H 0.29 -1.41 1.66
H -2.39 0.64 -1.24
H 2.59 -0.58 0.84
H -2.62 -0.73 1.72
```

Results of the Mulliken charge analysis, in e, for atoms 1 through 5: C 0.16; C 0.07; C -0.40; C -0.02; C -0.41

***

2.
Entry from the Open Molecules 2025 dataset: C3H4BrO3Zr as an isolated structure at a distorted geometry (ωB97M-V with the def2-TZVPD basis set).

Calculated values
ΔE to the lowest compared entry with this formula, charge and spin: 86.7 kcal/mol
total charge: +3

```
12
C3H4BrO3Zr (ωB97M-V with the def2-TZVPD basis set)
Zr -13.85 -3.84 -19.30
Br -14.84 -5.53 -19.76
C -15.39 -7.85 -18.60
C -14.04 -8.33 -18.87
O -14.15 -9.75 -18.82
C -15.35 -10.07 -18.37
O -15.70 -11.21 -18.20
O -16.10 -9.00 -18.29
H -15.73 -7.28 -19.47
H -15.36 -7.23 -17.71
H -13.43 -8.05 -18.01
H -13.61 -7.93 -19.79
```

Results of the Mulliken charge analysis, in e, for atoms 1 through 5: Zr 2.08; Br 0.14; C -0.38; C -0.35; O -0.26

***

3.
Entry from the Open Molecules 2025 dataset: a 6-piece molecular cluster, C18H36O6 overall at a distorted geometry (ωB97M-V with the def2-TZVPD basis set).

Calculated values
SMILES: CC(C)=O.CC(C)=O.CC(C)=O.CC(C)=O.CC(C)=O.CC(C)=O
ΔE to the lowest compared entry with this formula, charge and spin: 10.4 kcal/mol

```
60
C18H36O6 (ωB97M-V with the def2-TZVPD basis set)
C -15.89 -19.51 -0.73
C -14.65 -18.82 -1.26
O -14.46 -17.67 -0.96
C -13.72 -19.66 -2.11
H -15.54 -20.34 -0.11
H -16.41 -19.95 -1.58
H -16.54 -18.85 -0.17
H -12.92 -19.04 -2.50
H -14.27 -20.03 -2.98
H -13.33 -20.46 -1.48
C -7.22 -19.48 3.84
C -6.47 -18.19 4.14
O -6.75 -17.50 5.09
C -5.33 -17.82 3.22
H -7.10 -20.21 4.63
H -6.82 -19.89 2.90
H -8.26 -19.27 3.61
H -5.72 -17.41 2.28
H -4.71 -18.69 3.04
H -4.72 -17.04 3.68
C -16.63 -21.81 4.57
C -15.92 -21.39 3.30
O -14.99 -22.01 2.85
C -16.38 -20.16 2.57
H -16.77 -21.00 5.29
H -15.96 -22.55 5.02
H -17.53 -22.37 4.35
H -17.01 -20.50 1.74
H -15.53 -19.61 2.17
H -17.03 -19.46 3.09
C -8.96 -22.87 6.15
C -9.66 -21.64 6.66
O -9.98 -21.47 7.80
C -9.95 -20.58 5.61
H -9.56 -23.32 5.35
H -8.86 -23.61 6.94
H -7.99 -22.68 5.70
H -11.01 -20.56 5.33
H -9.28 -20.68 4.78
H -9.77 -19.60 6.07
C -10.01 -19.99 1.20
C -11.05 -19.43 2.11
O -10.80 -18.77 3.09
C -12.51 -19.58 1.72
H -10.29 -20.06 0.15
H -9.73 -21.00 1.51
H -9.06 -19.45 1.27
H -12.63 -19.74 0.65
H -13.05 -18.70 2.05
H -12.94 -20.44 2.25
C -12.95 -15.92 1.55
C -13.72 -15.35 2.70
O -14.89 -15.60 2.86
C -13.00 -14.44 3.66
H -12.67 -15.18 0.78
H -13.41 -16.74 1.02
H -11.94 -16.19 1.87
H -12.49 -13.64 3.11
H -12.23 -14.99 4.20
H -13.70 -14.07 4.40
```

Results of the Mulliken charge analysis, in e, for atoms 1 through 5: C -1.07; C 0.94; O -0.57; C -1.26; H 0.20

***

4.
Entry from the Open Molecules 2025 dataset: one molecule with the formula C12H14NO3P at a distorted geometry (ωB97M-V with the def2-TZVPD basis set).

Calculated values
SMILES: CC[C@@H](C)N1C(=O)c2cccc([PH2]=O)c2C1=O

```
31
C12H14NO3P (ωB97M-V with the def2-TZVPD basis set)
C -2.65 0.64 1.92
C -2.82 0.50 0.36
C -2.11 -0.76 -0.27
C -3.03 -1.32 -1.43
N -0.73 -0.53 -0.74
C -0.43 0.60 -1.55
O -1.07 1.11 -2.42
C 1.01 0.97 -1.03
C 1.82 2.16 -1.24
C 3.16 2.16 -0.59
C 3.66 1.01 0.19
C 2.82 -0.21 0.40
P 3.45 -1.68 1.37
O 4.88 -1.94 0.96
C 1.50 -0.18 -0.21
C 0.34 -1.26 -0.17
O 0.36 -2.40 0.21
H -3.43 0.01 2.42
H -2.93 1.71 2.18
H -1.61 0.48 2.30
H -3.92 0.37 0.16
H -2.54 1.48 -0.11
H -2.09 -1.55 0.54
H -4.06 -1.53 -1.05
H -3.07 -0.54 -2.24
H -2.53 -2.25 -1.83
H 1.43 3.02 -1.83
H 3.79 3.07 -0.71
H 4.68 1.07 0.65
H 3.43 -1.42 2.77
H 2.68 -2.82 0.98
```

Results of the Mulliken charge analysis, in e, for atoms 1 through 5: C -1.10; C -0.48; C 0.06; C -1.40; N 0.40

***

The following E_HOMO values (in eV) correspond, in order, to the records above: -14.26 -21.11 -9.38 -9.71.